Below is C2H5NO in the gas phase at a distorted geometry, with properties calculated with ωB97M-V/def2-TZVPD.

Cartesian coordinates (Å):
O 1.01 1.06 1.02
N 0.04 -1.28 0.30
C -0.36 -0.14 -0.59
C 0.20 1.16 0.12
H 1.05 -1.61 0.17
H -0.09 2.16 -0.17
H -1.45 -0.28 -0.49
H -0.29 -1.04 1.25
H -0.12 -0.02 -1.62

Its energy relative to the best compared isomer or geometry (same formula, charge and spin) is 44.8 kcal per mole. The value obtained for the max |F| is 3.9 eV/A. For the HOMO-LUMO gap, the calculation gives 10.275 eV. The SMILES is NCC=O. The calculation puts the highest occupied orbital energy at -9.3 eV. The value obtained for the calculated total energy is -209.1509 Ha. The lowest unoccupied orbital energy comes out at 1.0198 eV. Its net charge is 0.

Below is C4H11NS2 in the gas phase at a distorted geometry, with properties calculated with ωB97M-V/def2-TZVPD.

Cartesian coordinates (Å):
S -2.80 -0.45 0.16
S -3.46 -2.09 1.08
N 0.29 0.60 -0.01
C -1.52 -0.75 -1.08
C 2.36 1.96 0.43
C 1.61 0.48 0.69
C -0.08 -0.85 -0.66
H 2.39 2.42 1.43
H 1.65 2.60 -0.20
H -1.95 -1.61 -1.85
H 2.08 -0.35 0.11
H 3.49 1.88 0.11
H 1.59 0.30 1.80
H 0.57 -0.99 -1.48
H -0.39 1.08 0.65
H -4.54 -2.69 0.45
H 0.24 -1.72 0.06
H -1.53 0.16 -1.68

Its energy relative to the best compared isomer or geometry (same formula, charge and spin) is 57.4 kcal per mole. The value obtained for the max |F| is 4.2 eV/A. For the HOMO-LUMO gap, the calculation gives 9.386 eV. The SMILES is CCNCCSS. The calculation puts the highest occupied orbital energy at -8.8 eV. The value obtained for the calculated total energy is -1010.0470 Ha. The lowest unoccupied orbital energy comes out at 0.5591 eV. Its net charge is 0.

Below is a molecular structure, C41H40LiO2P2S6 at a distorted geometry, with properties calculated with ωB97M-V/def2-TZVPD.

Cartesian coordinates (Å):
S 1.63 -4.07 -1.26
S 3.78 -0.69 -2.34
S 1.55 -0.84 -4.95
S 3.52 -1.89 -0.72
S 0.09 -2.06 2.22
S 1.87 -0.19 -3.09
P -3.09 3.08 -0.28
P -0.79 0.82 -0.76
O 0.57 -3.02 -1.37
O 0.59 -1.44 0.97
C 1.32 -4.06 -4.00
C 1.10 -4.63 1.63
C -1.58 0.57 0.88
C 1.59 1.54 0.64
C -5.02 5.99 -3.35
C 3.26 2.97 -0.33
C -3.38 -0.59 2.01
C 2.39 -2.74 5.47
C -2.85 5.08 1.58
C 2.77 -1.88 2.84
C 1.31 -2.66 4.60
C 3.66 -2.40 5.02
C 1.64 -4.50 -5.28
C 2.57 -5.51 -5.46
C 0.78 1.70 -0.48
C 3.20 -6.09 -4.36
C -2.62 -0.36 0.88
C -1.87 2.25 -1.41
C -1.31 1.26 2.06
C -3.81 4.25 -1.53
C 2.82 2.18 0.72
C -5.16 4.13 -1.83
C -0.88 6.31 2.19
C -2.24 6.06 2.34
C 1.51 -2.24 3.29
C -2.12 4.34 0.64
C -0.18 -3.83 1.82
C 2.90 -5.64 -3.09
C -3.67 6.12 -3.04
C -5.77 4.99 -2.74
C 0.59 -5.55 -0.73
C -0.15 5.58 1.27
C 0.92 -5.87 0.73
C 3.85 -1.96 3.72
C -3.11 0.10 3.18
C 1.95 -4.65 -2.92
C 2.49 3.10 -1.47
C -2.07 1.02 3.20
C -3.07 5.26 -2.14
C -0.76 4.60 0.50
C 1.27 2.46 -1.55
Li 1.01 -1.37 -0.79
H -0.40 7.07 2.79
H 1.86 -6.43 0.76
H -0.76 -3.76 0.89
H 4.23 3.46 -0.27
H -0.17 4.04 -0.21
H -5.49 6.67 -4.05
H -5.74 3.34 -1.35
H -6.82 4.88 -2.97
H 2.24 -3.08 6.48
H -4.20 -1.31 1.98
H 0.69 2.52 -2.47
H -2.02 5.38 -1.90
H 0.91 5.76 1.14
H -1.25 2.99 -1.91
H 3.94 -6.86 -4.51
H 1.48 -4.95 2.60
H 3.44 2.04 1.59
H 3.41 -6.06 -2.22
H -2.51 1.81 -2.18
H 2.85 3.67 -2.32
H -3.91 4.87 1.70
H 2.92 -1.57 1.81
H 0.62 -3.26 -3.84
H 1.27 0.90 1.45
H 2.82 -5.84 -6.46
H -3.70 -0.07 4.07
H 0.80 -6.40 -1.38
H 1.18 -4.01 -6.13
H 4.50 -2.46 5.70
H 0.14 -6.52 1.15
H 1.86 -3.99 1.18
H -0.44 -5.22 -0.88
H -2.82 6.63 3.06
H -2.83 -0.90 -0.04
H -3.09 6.90 -3.52
H 4.83 -1.68 3.37
H 0.31 -2.91 4.94
H -1.85 1.57 4.11
H -0.81 -4.24 2.61
H -0.51 1.99 2.10

Its energy relative to the best compared isomer or geometry (same formula, charge and spin) is 33.4 kcal per mole. The value obtained for the max |F| is 1.5 eV/A. For the HOMO-LUMO gap, the calculation gives 4.297 eV. The calculation puts the highest occupied orbital energy at -2.4 eV. The value obtained for the calculated total energy is -4816.2938 Ha. The lowest unoccupied orbital energy comes out at 1.9161 eV. Its net charge is -1.

Below is C4H5NO in the gas phase, with properties calculated with ωB97M-V/def2-TZVPD.

Cartesian coordinates (Å):
O 1.95 0.96 -0.34
N 0.73 -0.93 -1.03
C 0.59 1.09 0.10
C 1.58 -0.36 -0.17
C -0.10 -0.02 -0.36
C -1.51 -0.36 0.01
H -1.58 -1.39 0.36
H -2.12 -0.28 -0.90
H 2.04 -0.85 0.71
H -1.91 0.32 0.77
H 0.35 1.83 0.85

Its energy relative to the best compared isomer or geometry (same formula, charge and spin) is 102.3 kcal per mole. The value obtained for the max |F| is 0.6 eV/A. For the HOMO-LUMO gap, the calculation gives 8.996 eV. The calculation puts the highest occupied orbital energy at -8.1 eV. The value obtained for the calculated total energy is -285.2515 Ha. The lowest unoccupied orbital energy comes out at 0.9412 eV. Its net charge is 0.

What is the max |F| in the third record? 1.5 eV/A

Which value of net charge does entry 2 give? 0

What is the formula in the second record? C4H11NS2